1.
ORCA calculation (the ωB97M-V functional and the def2-TZVPD basis) on a single C2H4N3P molecule at a distorted geometry.

Each atom is followed by the atoms it is bonded to, with distances in Å.
Cartesian coordinates (Å):
1 C 0.498 0.261 0.850  C2 1.453, N3 1.310, H7 1.158
2 C -0.383 0.043 -0.284  C1 1.453, N4 1.295, P6 1.858
3 N 1.702 0.270 0.332  C1 1.310, N5 1.357
4 N 0.294 -0.073 -1.382  C2 1.295, N5 1.383
5 N 1.606 0.168 -1.018  N3 1.357, N4 1.383, H8 1.026
6 P -2.168 -0.464 -0.206  C2 1.858, H9 1.337, H10 1.395
7 H 0.297 0.058 1.972  C1 1.158
8 H 2.464 -0.028 -1.545  N5 1.026
9 H -2.399 0.778 0.230  P6 1.337
10 H -1.910 -1.013 1.050  P6 1.395

- lowest unoccupied orbital energy (eV) = 1.096
- SMILES = Pc1cn[nH]n1
- maximum force (eV Å⁻¹) = 3.05
- charge = 0
- HOMO-LUMO gap (eV) = 11.10

For reference, the natural (NBO) charges in units of e are:
1 C -0.11
2 C -0.15
3 N -0.23
4 N -0.24
5 N -0.22
6 P 0.35
7 H 0.24
8 H 0.42
9 H -0.03
10 H -0.03

2.
ORCA calculation (the ωB97M-V functional and the def2-TZVPD basis) on a single C6H13N molecule at a distorted geometry.

Each atom is followed by the atoms it is bonded to, with distances in Å.
Cartesian coordinates (Å):
1 C -1.767 2.199 -0.473  N2 1.511, H8 1.194, H9 1.136, H10 1.082
2 N -1.021 1.016 0.099  C1 1.511, C3 1.433, H11 1.080
3 C 0.202 0.316 -0.162  N2 1.433, C4 1.567, C7 1.546, H12 1.173
4 C -0.013 -1.232 -0.053  C3 1.567, C5 1.589, H13 1.238, H14 1.059
5 C 0.512 -1.541 1.414  C4 1.589, C6 1.358, H15 1.075
6 C 1.041 -2.782 1.564  C5 1.358, H16 1.218, H17 1.045
7 C 0.788 0.760 -1.522  C3 1.546, H18 1.083, H19 1.092, H20 1.061
8 H -2.562 1.861 -1.297  C1 1.194
9 H -1.161 3.093 -0.826  C1 1.136
10 H -2.283 2.673 0.351  C1 1.082
11 H -1.068 1.091 1.175  N2 1.080
12 H 1.021 0.592 0.630  C3 1.173
13 H 0.762 -1.736 -0.877  C4 1.238
14 H -0.962 -1.697 -0.122  C4 1.059
15 H 0.785 -0.848 2.190  C5 1.075
16 H 2.060 -2.939 2.213  C6 1.218
17 H 0.823 -3.651 1.026  C6 1.045
18 H 0.037 0.616 -2.288  C7 1.083
19 H 1.031 1.818 -1.399  C7 1.092
20 H 1.775 0.391 -1.643  C7 1.061

- lowest unoccupied orbital energy (eV) = 1.029
- SMILES = C=CC[C@@H](C)NC
- maximum force (eV Å⁻¹) = 4.50
- charge = 0
- HOMO-LUMO gap (eV) = 9.26

For reference, the natural (NBO) charges in units of e are:
1 C -0.41
2 N -0.68
3 C -0.01
4 C -0.42
5 C -0.21
6 C -0.37
7 C -0.62
8 H 0.19
9 H 0.18
10 H 0.21
11 H 0.36
12 H 0.16
13 H 0.20
14 H 0.23
15 H 0.20
16 H 0.18
17 H 0.18
18 H 0.21
19 H 0.21
20 H 0.22